91
Properties=species:S:1:pos:R:3 method="wB97M-V/def2-TZVPD" energy_ha=-2979.407774 total_charge=+2 homo_ha="-0.463 / -0.463" relative_energy_kj_mol=0.0 spin_multiplicity=8 gap_ev="7.31 / 5.68"
C 7.9513 10.5965 15.1076
H 7.0719 9.0047 16.2089
C 10.1903 12.1042 10.4125
H 13.0265 8.4631 12.6498
C 13.8164 8.9480 12.0205
H 10.9481 13.6821 9.1514
C 11.3478 11.7644 12.5718
H 12.7022 7.6973 18.8320
H 15.0591 8.9262 18.9967
C 17.7126 9.5199 17.4027
H 18.9304 9.0565 15.6586
H 16.6817 10.5118 12.5819
C 15.9022 13.3666 14.5930
S 13.6748 8.6788 7.5544
H 17.2517 10.7999 19.0646
H 7.0441 11.1702 15.0778
Gd 14.4591 10.0454 15.3016
N 12.6173 10.6354 14.4007
C 13.8249 13.2142 15.6033
C 14.7288 9.6670 8.4266
C 14.9274 15.3754 15.4921
H 16.7098 12.8575 14.0618
C 10.2594 10.3292 14.3990
C 15.8455 10.0826 11.9984
H 15.1301 7.2590 17.5970
H 18.0899 10.6199 15.5832
N 16.8693 8.9780 15.1001
H 12.1281 7.6315 17.1637
H 15.7676 7.1092 13.4082
H 12.9985 5.8765 15.8709
C 16.8578 7.4849 15.2341
N 14.9126 12.5907 15.1137
N 14.9329 16.7170 15.7224
H 15.3244 11.3534 19.6737
C 17.9596 9.5684 15.9085
C 13.7809 14.5667 15.8325
H 17.8686 11.6778 17.6675
H 15.8411 12.1675 17.2696
C 9.1924 8.6565 15.8321
H 14.6587 5.3983 16.0018
H 11.2182 8.5442 15.2118
H 17.0764 8.6562 17.7356
H 14.0339 11.8172 18.5113
C 9.0671 11.0713 14.3914
N 14.8040 9.5845 12.7337
C 15.6851 6.8520 14.4846
H 13.9775 5.9765 18.1586
H 16.8737 15.2316 14.4725
H 12.9273 15.0890 16.3422
C 14.2925 9.6648 18.8508
H 9.4523 11.7692 9.7427
H 18.6516 9.3298 17.9548
H 12.9990 12.5624 15.9084
H 13.1030 12.9950 12.8451
H 17.0644 9.1227 14.1131
C 12.0581 13.5268 11.0163
H 15.8462 10.4879 6.9305
C 11.5244 10.8716 13.8218
C 15.8272 10.1664 10.5767
H 16.8765 7.2376 16.2793
C 12.2092 12.7785 12.2245
H 16.7256 10.5741 10.0828
H 17.7824 7.0963 14.7686
H 9.3012 7.7332 16.4480
H 9.6154 10.6467 11.8977
C 14.8416 11.0915 18.7123
H 13.6777 7.0734 14.2417
C 10.3013 11.4304 11.6326
C 10.3167 9.1759 15.1751
H 15.8106 17.2092 15.5843
C 15.9699 14.7252 14.8115
H 16.0358 11.3015 8.4808
H 8.9890 12.0502 13.8307
H 15.8404 5.7667 14.5185
H 12.5956 9.7815 17.6722
N 14.3711 7.1868 15.0248
C 7.9880 9.3837 15.7706
H 13.6458 9.5931 19.7497
H 14.4141 17.1204 16.5074
N 13.4676 9.2146 17.6347
H 12.7976 8.7044 10.1519
C 11.0827 13.1485 10.0787
C 14.7405 9.6325 9.9129
N 15.7977 11.1733 17.5328
H 12.7301 14.3743 10.7178
C 13.0128 7.8241 17.7888
N 15.5951 10.5802 7.8970
C 13.6847 9.0479 10.6661
C 17.1846 10.8551 17.9542
C 13.9803 6.2416 16.0856
C 14.0984 6.8431 17.4871



96
Properties=species:S:1:pos:R:3 method="wB97M-V/def2-TZVPD" energy_ha=-3971.547877 total_charge=+1 homo_ha=-0.368 relative_energy_kj_mol=0.0 spin_multiplicity=1 gap_ev=8.38
H -1.2743 -2.1425 -3.5812
O -0.3528 0.3656 -2.3448
C 0.9105 4.0306 -2.6138
O -0.0958 2.6311 0.7883
P -1.3487 1.7362 0.4920
C -0.8002 3.0704 -5.9757
H -0.4598 -0.3623 4.8616
H 0.3054 1.5749 -4.8978
C 0.5363 1.8897 3.0418
S -0.8002 -3.2221 -1.5780
O -1.0781 0.2822 0.4863
H 2.6852 -4.4715 -2.4407
H -0.3827 2.8077 -6.9491
H 1.5753 0.2717 1.1669
C -3.2162 -1.7482 6.2530
H -3.4849 3.2309 2.8140
H -4.9306 2.5402 0.8751
C -1.5538 0.6980 -5.5077
H -2.5944 0.9912 -5.6565
H 2.9314 1.3344 1.4908
C -3.4315 -2.7796 5.3501
H 4.3235 -4.7654 5.4899
P -0.6291 1.8179 -2.4215
H 1.9349 3.4194 -4.4140
H 1.9055 -5.4444 -0.1961
C -2.5766 -2.9508 4.2664
C -3.1617 3.3698 1.7847
Te -0.2011 -2.3357 2.4787
H -5.0275 4.2666 1.2308
H -1.8358 3.3822 -6.1191
H -0.4548 -5.4898 -0.9204
C -2.2510 4.5754 1.7162
C 1.0317 2.3093 1.6786
H 1.5454 3.2667 1.7424
H -1.5140 -0.1030 -4.7704
H 0.6062 -5.0330 -2.2259
C 0.6622 -2.9971 -4.0359
H -4.2624 -3.4593 5.4891
H 2.5614 -6.2119 4.5356
H -3.8798 -1.6214 7.0988
H 0.0217 4.3538 -3.1605
H -0.1185 2.6421 3.4814
C -4.3676 3.4723 0.8793
H 4.2391 -3.9365 -1.8581
H -2.7387 -3.7589 3.5657
H 2.0696 1.5169 -0.0392
H -2.8213 5.4489 2.0360
C -1.2952 -1.0377 4.9922
C -1.8098 2.3235 -1.1564
O -1.2738 2.3314 -3.7510
C -1.5070 -2.0780 4.0899
H 0.5101 -2.8929 -5.1115
H 2.3206 5.0543 -3.8606
H 0.9022 -4.3725 0.7460
C -2.1475 -0.8794 6.0768
C 3.4992 -4.3248 4.9438
H 1.2372 5.9109 -1.6559
C 3.4311 -2.9473 4.7836
C 2.1067 4.0359 -3.5315
O -2.4721 2.0982 1.5098
H -1.8971 4.7715 0.7022
C 3.2653 -2.5021 -3.1141
C 1.4497 -4.5755 3.7085
C 3.2195 -3.6033 -2.0557
H -1.9736 -0.0779 6.7839
H -4.0768 3.7164 -0.1444
H -1.1634 0.3163 -6.4532
H 4.2023 -2.3148 5.2049
H 2.9843 3.6516 -3.0087
C 2.5112 -5.1379 4.4069
C -0.7179 -3.0599 -3.3786
H 2.3267 -1.3043 3.9525
C -0.7325 1.8797 -5.0566
H 0.6718 -5.2109 3.3032
H 1.3956 1.7587 3.7038
H 3.6906 -2.9172 -4.0297
H 1.9843 4.5388 -0.8237
H 0.0094 0.9349 2.9877
C 0.2034 -4.6948 -1.2718
H -1.9529 3.4058 -1.1733
Na 0.1775 -0.6902 -0.7166
C 1.0981 4.8662 -1.3718
S 2.4506 -3.1297 -0.4865
O 0.7000 2.6333 -2.2100
H 0.2432 4.8008 -0.7014
C 1.9463 1.2908 1.0224
C 1.3785 -3.1934 3.5472
C 2.3751 -2.3784 4.0817
C 1.3276 -4.5195 -0.2461
H 1.1926 -3.9394 -3.9010
H -1.2842 -3.8726 -3.8365
H 3.9428 -1.7060 -2.7975
S 1.7201 -1.6475 -3.4588
H -0.2335 3.9146 -5.5829
H -1.3843 4.4778 2.3673
H -2.7535 1.8335 -1.4157



40
Properties=species:S:1:pos:R:3 method="wB97M-V/def2-TZVPD" energy_ha=-2352.001422 total_charge=+2 homo_ha=-0.503 relative_energy_kj_mol=32.3 spin_multiplicity=1 gap_ev=6.95
C 3.2518 4.1771 0.3789
C 2.2400 -1.9744 -1.6590
N 1.7540 2.9577 -1.8071
O -1.8927 -1.5453 0.2023
C 1.6947 0.8600 0.9127
H 4.1080 4.1534 -0.2950
H 2.1602 3.8579 -2.0062
C 1.9012 2.3650 -0.6361
H 3.5098 1.5986 1.7940
N 2.5658 2.8855 0.3826
H -6.3925 -1.8488 0.7762
C 0.1632 -3.2085 -1.4873
C -4.4481 0.9342 0.9833
H 3.5473 -2.1060 0.0403
H -4.5169 1.9954 1.1688
H -0.1710 -4.2283 0.3770
H 3.6079 4.3761 1.3853
O 1.3115 -0.1761 1.4920
C 2.5202 1.9628 1.5090
C -3.1177 -1.0572 0.4647
C -5.5765 0.1233 1.0071
H 2.5614 4.9710 0.0958
C 1.7260 -3.2070 0.3552
N 1.3644 1.1283 -0.3709
H 1.2283 2.5100 -2.5384
C 0.5121 -3.6122 -0.1930
H 2.0293 2.3944 2.3832
Cl -4.1646 -3.5175 0.1736
Cl -7.1095 0.8341 1.3471
H -0.7907 -3.5110 -1.9016
H 2.9125 -1.3552 -2.2380
C -5.5000 -1.2398 0.7586
C 1.0176 -2.3817 -2.2133
Y -0.0688 -0.8404 -0.1951
H 2.0011 -3.5283 1.3513
Cl -1.7468 1.2456 0.6051
H 0.7451 -2.0728 -3.2159
C 2.5935 -2.3935 -0.3820
C -3.2583 0.3006 0.7081
C -4.2730 -1.8270 0.4866